(1)
ORCA calculation (ωB97M-V/def2-TZVPD) on 5 unconnected molecules or ions with the total composition C21H40BrF3N8O8P.

Values from the calculation:
- 2S+1: 1
- Total charge: +1
- Frontier orbital gap: 7.21 eV
- Relative energy (zero: lowest compared OMol25 entry of this formula, charge and spin): 177.8 kJ/mol
- Lowest unoccupied orbital energy: -3.24 eV
- Highest occupied orbital energy: -0.3841 hartree

```
82
Properties=species:S:1:pos:R:3:mulliken_charge:R:1
P -2.110 -2.692 1.488 -0.195
C -0.532 -2.969 -1.696 -1.197
H -4.748 7.091 1.526 0.345
O -0.136 0.959 -2.322 -0.463
H 3.031 -1.664 0.119 0.392
O 2.910 -3.124 1.464 -0.557
C -2.281 -1.445 -2.673 -1.577
O 3.954 -2.641 -2.757 -0.573
C -1.558 -1.814 -1.314 1.652
H 1.398 -1.766 -1.684 0.006
H -2.577 6.021 0.700 0.367
H 2.415 -1.021 -4.373 0.136
H 3.172 -2.347 6.304 0.322
C 4.176 3.086 0.612 -0.986
H 4.824 1.159 -4.371 0.346
H -6.096 6.796 0.406 0.297
H -0.342 -1.582 7.239 0.262
H -6.431 4.679 0.017 0.284
H 1.125 2.074 0.688 0.189
H 3.693 4.065 0.570 0.351
H 5.571 -1.454 -2.469 0.352
H 4.187 1.360 -1.281 0.165
Br -1.187 -4.764 1.430 -0.150
O -5.046 3.192 -0.062 -0.651
H -0.781 -3.989 -1.326 0.229
H 5.799 0.079 -5.402 0.383
C -2.695 -2.174 -0.307 0.141
C -5.014 6.742 0.526 -0.903
H 4.611 2.938 1.602 0.363
H 0.372 -1.616 3.999 0.221
N -3.359 -0.435 -2.529 -0.307
C 0.958 -2.699 -1.240 -0.466
C 2.429 -2.495 0.563 0.065
C -5.380 4.364 0.091 0.109
H -2.755 4.671 -0.448 0.283
H -1.550 -1.229 -3.505 0.529
H -2.783 -2.399 -3.021 0.537
O 2.490 0.304 -0.923 -0.409
H 2.039 0.953 1.716 0.288
H -4.671 1.309 -0.075 0.324
F -4.681 -2.933 -1.613 -0.263
C 3.328 -1.094 -4.968 -0.855
C 3.288 1.192 -0.665 0.093
C 0.750 -1.467 7.128 0.120
H 3.384 -2.095 -5.400 0.323
N 3.185 2.054 0.367 0.171
N -4.543 5.378 0.358 0.104
C 2.617 -1.713 5.609 -0.945
H -2.964 4.384 1.290 0.283
H 3.306 -0.352 -5.766 0.398
C -3.706 -3.300 -0.715 0.473
O -0.847 -1.710 1.993 -0.310
C -3.122 5.104 0.484 -0.921
H 1.554 -3.549 -1.693 0.527
F -4.392 -3.646 0.445 -0.276
H -4.656 1.552 -1.805 0.312
C 0.305 -2.286 4.856 -0.810
F -3.163 -4.460 -1.170 -0.207
H -0.468 -3.047 -2.822 0.479
C 5.379 0.219 -4.404 -1.006
O 1.447 -1.066 8.038 -0.578
H 6.191 0.258 -3.678 0.306
H 2.939 -0.679 5.748 0.301
H 2.102 2.704 2.040 0.399
C 4.672 -1.706 -3.056 0.021
H 2.821 -2.026 4.585 0.334
N -4.370 0.988 -1.001 -0.173
N 1.198 -1.815 5.896 0.148
H -4.210 -0.736 -3.022 0.380
N -3.535 -0.952 -0.032 -0.363
N -0.730 -0.709 -0.745 -0.209
C -0.472 0.216 -1.516 0.423
H -0.727 -2.312 5.210 0.275
H 4.968 3.048 -0.135 0.288
H -4.539 7.379 -0.221 0.341
H -2.963 -0.396 0.619 0.534
H 0.605 -3.293 4.556 0.340
C -3.729 -0.139 -1.188 0.346
O 1.132 -2.815 0.185 0.050
N 4.477 -0.877 -4.109 0.180
H -1.001 -0.768 1.774 0.302
C 2.047 1.946 1.261 -0.837
```


(2)
ORCA calculation (ωB97M-V/def2-TZVPD) on 6 unconnected molecules or ions with the total composition C5H23N2O6.

Values from the calculation:
- 2S+1: 1
- Total charge: +1
- Frontier orbital gap: 9.04 eV
- Relative energy (zero: lowest compared OMol25 entry of this formula, charge and spin): 320.0 kJ/mol
- Lowest unoccupied orbital energy: -2.57 eV
- Highest occupied orbital energy: -0.4268 hartree

```
36
Properties=species:S:1:pos:R:3:mulliken_charge:R:1
O 0.510 3.822 0.566 -0.653
C 1.970 -1.914 -0.733 -0.541
H 2.762 1.124 -1.036 0.277
C 1.172 -3.178 1.199 -1.198
N -0.616 0.915 0.373 0.252
N 1.051 -1.977 0.399 0.115
H -4.363 1.277 1.028 0.289
H 4.015 1.507 -0.253 0.289
H -3.189 1.099 -2.448 0.273
H -3.545 2.410 1.895 0.288
H -1.644 0.954 0.309 0.230
C 1.336 -1.170 -1.869 -0.154
H 2.940 -1.506 -0.438 0.356
O -3.530 1.629 1.338 -0.584
H 1.229 4.436 0.354 0.309
O 3.112 1.187 -0.138 -0.573
H -0.554 0.108 2.358 0.284
O -2.794 1.704 -1.802 -0.567
H 2.112 -3.203 1.780 0.423
H 0.335 -3.293 1.887 0.331
C 1.033 -0.788 1.275 -0.732
H 1.265 -1.059 2.291 0.571
O 0.918 -0.027 -1.802 -0.598
H 2.151 -2.917 -1.076 0.441
C -0.405 -0.193 1.322 -0.646
H 0.504 3.975 1.524 0.310
H -2.746 -1.537 -1.779 0.304
H -0.327 1.797 0.751 0.263
H 1.257 -1.591 -2.884 0.433
O -1.890 -1.200 -2.067 -0.560
H -3.471 2.383 -1.972 0.291
H -1.084 -1.020 1.159 0.358
H 1.261 -4.089 0.613 0.356
H -0.442 0.706 -0.610 0.239
H 1.715 0.016 1.034 0.251
H -2.050 -0.389 -2.549 0.271
```


(3)
ORCA calculation (ωB97M-V/def2-TZVPD) on 2 unconnected molecules or ions with the total composition C3H7NO2S.

Values from the calculation:
- 2S+1: 1
- Total charge: 0
- Frontier orbital gap: 7.66 eV
- Relative energy (zero: lowest compared OMol25 entry of this formula, charge and spin): 270.4 kJ/mol
- Structure (SMILES): CC(=O)O.CN=S
- Lowest unoccupied orbital energy: -0.83 eV
- Highest occupied orbital energy: -0.3120 hartree

```
14
Properties=species:S:1:pos:R:3:mulliken_charge:R:1
N -2.141 0.132 -0.732 -0.179
C 2.104 0.390 -0.023 0.648
H -2.148 0.265 1.256 0.252
H -2.788 -1.282 0.598 0.229
H 1.332 -0.606 -1.567 0.198
O 1.082 0.713 0.744 -0.482
S -1.162 1.299 -0.625 -0.002
H 1.343 -1.510 -0.044 0.298
H 1.151 1.673 1.052 0.337
C 1.941 -0.904 -0.695 -0.719
H 2.955 -1.285 -0.883 0.292
C -2.856 -0.197 0.503 -0.550
O 3.017 1.171 -0.156 -0.586
H -3.830 0.141 0.571 0.264
```


(4)
ORCA calculation (ωB97M-V/def2-TZVPD) on a gas-phase ion, HN2O4 (charge +1).

Values from the calculation:
- 2S+1: 3
- Total charge: +1
- Frontier orbital gap (alpha / beta): 7.60 / 7.26 eV
- Relative energy (zero: lowest compared OMol25 entry of this formula, charge and spin): 189.4 kJ/mol
- Lowest unoccupied orbital energy (alpha / beta): -7.37 / -8.88 eV
- Highest occupied orbital energy (alpha / beta): -0.5504 / -0.5931 hartree

```
7
Properties=species:S:1:pos:R:3:lowdin_spin:R:1
O -5.124 0.246 -0.087 0.310
N -4.043 0.181 0.217 0.247
N -2.988 -0.414 -0.173 -0.158
O 0.311 0.451 0.552 0.345
H 1.160 -0.082 0.529 0.034
O -1.867 -0.657 0.260 0.176
O -0.691 0.378 -0.239 1.046
```